Computed, not measured: a molecular structure, C21H41FO3SSn at a distorted geometry, with ωB97M-V/def2-TZVPD.

Geometry as XYZ:
```
68
Properties=species:S:1:pos:R:3:forces:R:3
C -7.1166 -7.2737 -0.6026 0.109 1.382 0.090
C -7.0199 -5.9896 -1.5264 0.125 -0.093 -0.477
C -5.5753 -5.3527 -1.5148 -0.315 -0.668 -0.818
C -5.5514 -3.9910 -2.3603 -1.572 -1.108 1.910
C -6.0353 -2.8249 -1.4288 0.038 1.330 -0.523
C -5.0650 -1.5964 -1.5032 -0.044 -0.754 0.204
C -3.5407 -1.9969 -1.4136 -0.436 0.661 -1.235
C -2.8489 -1.4276 -2.7262 0.986 0.515 2.034
C -1.3167 -1.1242 -2.5395 -0.333 0.850 0.023
C -1.0737 -0.0492 -1.3877 1.197 -0.404 -0.775
C 0.4450 0.3984 -1.5519 -0.747 0.125 0.360
C 0.8371 1.5312 -0.5268 0.884 -0.634 -1.345
C 2.4136 1.6541 -0.5247 -0.009 1.098 0.566
C 3.0391 1.7126 0.9458 -0.320 0.101 -1.577
C 4.2728 2.6851 0.8597 -0.233 -1.021 0.264
C 5.1029 2.7972 2.1859 0.595 -0.197 -0.866
C 6.5972 3.1808 1.8191 0.178 -0.178 0.616
C 7.5537 2.7483 3.0061 -1.312 0.561 -0.735
S 6.6430 3.1744 4.5673 1.843 -0.120 4.099
O 7.5999 3.8855 5.4489 -2.260 -1.001 -2.316
O 6.0319 1.9657 5.1646 0.551 2.148 -1.964
O 5.4387 4.2771 4.2034 1.481 -1.403 -0.796
C 4.4627 3.6854 3.3107 -1.377 -0.951 -0.332
C 3.5381 4.8505 2.8385 0.705 1.617 1.102
C 4.1862 5.8915 1.8664 -0.533 -0.095 -0.670
F 2.2988 4.3987 2.3368 0.905 -0.188 0.022
H -6.5153 -7.0333 0.3123 -0.568 -0.575 -0.614
H -6.7258 -8.1845 -1.1017 -0.280 0.649 0.371
H -8.1825 -7.3964 -0.2964 0.924 -0.143 -0.291
H -7.2577 -6.2627 -2.5878 0.091 0.187 0.785
H -7.7565 -5.2056 -1.2303 0.454 -0.638 -0.004
H -5.2959 -5.1221 -0.4577 0.106 -0.040 -1.034
H -4.8718 -6.0903 -1.9710 -0.368 0.502 0.558
H -6.2605 -4.1031 -3.2845 0.220 -0.147 1.089
H -4.4701 -3.8545 -2.7603 -0.024 -0.335 2.644
H -6.1477 -3.1268 -0.3597 0.189 -0.303 -1.077
H -7.0356 -2.4795 -1.7948 0.708 -0.429 0.426
H -5.3188 -0.8975 -0.6737 0.078 -0.370 -0.809
H -5.2630 -1.0777 -2.4777 0.143 -0.138 0.710
H -3.1139 -1.5647 -0.4813 -0.042 -0.397 -0.895
H -3.3569 -3.1014 -1.4261 -0.169 0.815 0.536
H -3.3277 -0.4636 -3.0385 0.209 -1.043 -0.056
H -2.9270 -2.2337 -3.5465 -0.148 0.298 -0.111
H -0.6912 -2.0137 -2.3043 -0.557 0.456 -0.396
H -0.9749 -0.6150 -3.4778 -0.062 -0.779 0.696
H -1.1813 -0.4844 -0.3684 -0.225 0.338 -0.722
H -1.7260 0.8428 -1.5367 0.328 -0.656 0.263
H 1.1438 -0.4671 -1.4236 -0.754 0.489 0.012
H 0.5691 0.7346 -2.6155 0.083 -0.019 0.966
H 0.4946 1.3011 0.5062 -0.056 0.168 -0.790
H 0.4033 2.4834 -0.9248 0.166 -0.712 0.796
H 2.9162 0.8742 -1.1512 -0.501 0.496 0.589
H 2.6656 2.6399 -0.9986 -0.185 -0.891 0.223
H 3.3160 0.6626 1.2009 0.038 0.863 0.215
H 2.2318 2.0657 1.6245 0.807 -0.128 -0.241
H 3.9211 3.6504 0.4345 0.332 -0.521 0.554
H 4.9561 2.2391 0.0858 -0.549 0.413 0.650
H 5.1637 1.7540 2.6031 -0.063 0.868 -0.354
H 6.7596 4.2700 1.6613 -0.363 -0.699 0.073
H 6.8867 2.6725 0.8638 -0.162 0.322 0.934
H 8.5085 3.3166 2.9797 -0.728 -0.461 0.370
H 7.7114 1.6480 3.0523 -0.145 0.817 0.101
H 3.8425 3.0052 3.9546 0.337 0.588 -0.650
H 3.2660 5.4210 3.7645 0.262 -0.664 -0.597
H 3.6652 5.8016 0.8766 0.503 0.110 0.798
H 4.0362 6.9421 2.2109 0.077 -0.918 -0.131
H 5.2724 5.7451 1.6873 -0.761 -0.030 0.296
Sn -4.6470 -3.5026 -4.4757 0.547 1.084 -2.746
```
Forces are in eV/Å.

Values from the calculation:
LUMO level = -0.403 Ha
HOMO energy = -13.1 eV
spin multiplicity = 1
strongest force on any atom = 0.087 hartree/bohr
E_tot = -1761.9808 hartree
charge = +2